Entry 1:
57
Properties=species:S:1:pos:R:3 method="wB97M-V/def2-TZVPD" smiles="Cc1ccc(Cn2c(SCCN3CCOCC3)nc3c2c(=O)n(C)c(=O)n3C)cc1" total_charge=0 e_lumo_ev=0.50 orbital_gap_ev=8.65 spin_multiplicity=1
H 1.2177 -5.2076 1.6266
C 1.3167 -3.1653 1.0237
H -0.2937 -4.5805 0.9732
H 1.1767 -0.1257 -3.5452
C 0.9209 2.5448 1.5112
N -0.2590 3.7900 3.0932
C -3.2237 -2.4489 -2.1797
C 1.4132 1.7542 -0.4539
H 3.7469 0.9869 0.9165
C 3.0294 -1.5168 0.6100
O 1.5248 2.5606 3.8073
N -0.9733 3.8648 0.8474
H 0.5444 -0.2031 2.4719
C -0.7628 -2.2880 -3.4922
H 2.8952 1.1643 2.4794
H 0.1190 1.0814 -2.7620
C -1.1504 4.2849 2.1498
H -0.2352 -3.1829 -3.1152
C 1.1042 -0.9316 1.9022
C 2.5361 -2.8009 0.4657
H -2.5626 5.0312 0.2526
H -2.3779 3.4987 -0.6488
C -2.0685 -2.7172 -4.1614
C 2.3165 -0.5687 1.3287
H -0.3373 -2.4779 2.1956
H 3.1014 -3.5286 -0.0989
C -1.8528 4.3408 -0.1980
H -2.5505 -1.8323 -4.6034
C 2.7929 0.8594 1.4342
N 0.3574 2.5230 -0.6700
C 0.7940 0.2446 -2.5966
H -3.8859 -2.9889 -1.5009
H -1.8772 -3.4561 -4.9412
H 3.9694 -1.2466 0.1524
H 0.4474 4.7699 4.7973
H -1.3137 4.8738 4.5085
H -3.7383 -1.5545 -2.5616
C 0.6102 -2.2131 1.7485
C -1.9467 -2.0171 -1.4593
C 0.7882 -4.5579 0.8633
H -2.1983 -1.3103 -0.6660
C -0.4400 4.2294 4.4680
C 0.1342 -0.8512 -1.7695
H -0.1608 -0.4214 -0.8077
O -2.0450 5.0454 2.4514
H -0.1305 -1.7915 -4.2289
H -1.4658 -2.9025 -1.0074
S 2.2478 0.8724 -1.6992
O -2.9417 -3.3276 -3.2421
H 0.8701 -1.6487 -1.5644
N -1.0612 -1.3633 -2.4101
H 1.0554 -4.9659 -0.1095
H -1.2670 4.8443 -0.9665
N 1.8051 1.7313 0.8385
C 0.0441 3.0169 0.5455
C 0.8151 2.9197 2.8862
H -0.5747 3.3598 5.1108

Entry 2:
43
Properties=species:S:1:pos:R:3 method="wB97M-V/def2-TZVPD" total_charge=0 e_lumo_ev="0.39 / 0.32" orbital_gap_ev="7.17 / 9.20" spin_multiplicity=4
H 0.7773 -1.2608 5.3000
C 2.5613 -1.7897 -0.1684
H -3.5932 4.4027 1.6898
H -2.6081 1.4464 -3.7402
C -3.3180 4.7480 2.6855
H 0.9452 -0.2841 -5.3936
C 1.6292 -4.1445 -1.3067
O -0.5780 -1.7065 1.1762
C 0.8535 -1.2003 4.2160
H -1.2021 5.0933 2.3281
C 0.8498 -3.0006 -1.3302
C 3.3502 -2.9391 -0.1425
H -3.5152 5.8170 2.7494
H 1.8952 -0.9965 3.9693
H 3.4997 -5.0107 -0.6903
C -1.6773 0.9051 -3.6153
H -1.9179 0.7198 -1.4875
O 0.0059 -0.1713 3.7123
H 2.9148 -0.8728 0.2808
O -1.6634 0.0948 0.4002
C 0.3099 -0.0634 -4.5438
V -0.7528 0.1526 2.1473
H -0.1332 -3.0291 -1.7917
H 4.3269 -2.9091 0.3272
H 1.6203 -1.0206 -3.1537
H 1.3419 1.1232 -0.9700
C -0.1089 -0.2201 -2.1601
C 0.4096 -0.5863 -0.7669
O 1.1052 0.5495 -0.2318
H 0.6009 -2.1756 3.8008
H -3.9484 4.2334 3.4099
C -0.7066 -0.7956 0.2992
C -1.8348 4.4826 2.9704
C -0.8789 0.6312 -4.7193
H -1.1788 0.9587 -5.7079
H 1.2556 -5.0594 -1.7519
C 2.8878 -4.1169 -0.7106
C -1.4637 3.0788 2.7472
H -1.5810 4.7333 3.9989
C -1.2942 0.4942 -2.3437
C 0.6903 -0.4828 -3.2754
N -1.1897 1.9858 2.5609
C 1.3137 -1.8145 -0.7682

Entry 3:
19
Properties=species:S:1:pos:R:3 method="wB97M-V/def2-TZVPD" total_charge=+1 e_lumo_ev=-5.07 orbital_gap_ev=8.81 spin_multiplicity=1
C 2.8134 -0.3332 -0.4488
C -2.2905 -0.5263 0.5613
H -2.3044 -1.5912 0.5940
C -0.9359 0.0710 0.0335
H -3.5742 1.0482 -0.3394
H 2.1307 -0.5536 -1.2832
H 4.1474 0.9277 0.3282
H 3.0535 1.7602 -0.8322
C -3.4157 -0.0773 -0.4687
H 2.4705 1.4218 0.8258
H 0.1360 -1.1737 0.8297
C 3.0652 1.0529 -0.0465
H 3.9033 -1.1810 0.8788
O 3.3103 -1.3670 0.0578
H -3.0357 -0.1200 -1.4724
N 0.2293 -0.3890 0.2261
H -4.3666 -0.5633 -0.3628
H -1.1696 1.0303 -0.4991
H -2.4795 0.1478 1.3391

Entry 4:
80
Properties=species:S:1:pos:R:3 method="wB97M-V/def2-TZVPD" total_charge=0 e_lumo_ev="0.29 / -1.16" orbital_gap_ev="7.40 / 5.96" spin_multiplicity=2
C 5.5111 0.5111 0.3031
C 0.0439 -2.0308 2.5558
H 5.0306 1.6537 2.0568
C -3.2248 2.2726 -3.5963
C 0.3652 -3.1955 3.2493
C 4.6473 1.1745 1.1647
C 0.0404 5.0618 0.5370
C -3.0400 1.9693 -1.4024
C -0.3724 4.0088 1.3383
C 3.0748 -2.1507 1.5728
H 0.2702 -4.2223 5.1255
H -3.1212 0.6059 3.0000
C -0.0872 2.7011 0.9624
C 0.0276 -3.3148 4.5875
C 3.7034 -3.8685 -0.5235
C -0.6165 -2.2693 5.2389
C 0.7329 4.8119 -0.6439
H 2.8258 -1.4974 2.4007
C -2.5949 1.1012 -3.3544
H 5.6769 -3.9097 0.3142
H 3.9450 -4.5456 -1.3327
H 1.0506 5.6361 -1.2703
C -0.6035 -0.9874 3.2063
C 1.0128 3.5090 -1.0226
C 4.6725 -3.5152 0.4040
H -2.9019 -4.0466 -5.8192
C -2.9739 1.1461 0.9370
N -3.4936 2.8141 -2.3581
C 0.0482 -0.3269 0.1952
N -2.4877 0.9267 -1.9945
H 5.1206 -2.3637 2.1601
O -2.5717 -0.0602 0.6461
H -0.4139 1.8643 1.5699
H -3.6348 4.2903 -0.2158
H 2.6258 1.7815 1.5337
H 6.5703 0.4692 0.5248
P 1.0213 0.7398 -0.6787
S -3.8515 -1.8962 -1.4843
H -3.9982 3.6612 -2.1785
S 0.6920 0.4831 -2.6272
H -4.0139 4.7210 2.1580
H -0.9287 4.1961 2.2483
S -0.9313 -2.9153 -0.2925
C 3.2934 1.2421 0.8725
N -1.7362 -1.8656 -2.8958
H 5.6896 -0.6166 -1.5141
H -3.7739 2.8477 3.7878
H 1.5373 3.3069 -1.9492
C 0.6075 2.4489 -0.2140
C -0.9299 -1.1063 4.5502
H -0.1825 6.0817 0.8253
C -0.8919 -2.1462 -3.8940
P 0.4120 -1.8668 0.7912
C 5.0180 -0.0970 -0.8426
C 2.7956 0.6399 -0.2830
C 3.6627 -0.0363 -1.1337
C 2.0961 -2.5133 0.6493
C 2.4154 -3.3632 -0.4051
H -4.4428 -3.5582 -3.9210
H -1.4313 -0.2923 5.0590
C -3.1751 2.2004 0.0221
C -1.2784 -2.9179 -4.9658
H -2.1952 0.3920 -4.0513
H 0.1026 -1.7334 -3.7963
C -3.7456 3.7288 1.8229
H 1.6483 -3.6327 -1.1207
H 3.2697 -0.4925 -2.0345
H -3.4909 2.7628 -4.5144
C -3.5980 2.6779 2.7322
H -0.8744 -2.3646 6.2861
C -2.5755 -3.4319 -4.9899
Ir -1.6922 -0.7704 -1.0742
C -3.5434 3.4690 0.4866
H -0.8480 -0.0989 2.6368
C -3.4356 -3.1677 -3.9488
H 0.8741 -4.0091 2.7446
C 4.3606 -2.6489 1.4444
C -2.9843 -2.3683 -2.8957
C -3.2275 1.4258 2.3004
H -0.5780 -3.1199 -5.7629

Entry 5:
108
Properties=species:S:1:pos:R:3 method="wB97M-V/def2-TZVPD" smiles="[H]/N=C(/C)C[C@]1(NCCCC)OS(=O)(=O)C[C@@H](CCCCCCCCCC)[C@@]1(C#C)P(O)Cl.COP(=O)(OC)OC.COP(=O)(OC)OC" total_charge=0 e_lumo_ev=-2.88 orbital_gap_ev=6.42 spin_multiplicity=1
H -0.4631 -0.3589 -6.1531
H 6.6522 2.9818 2.3086
H -3.9079 -2.4427 -5.4283
H -1.7966 0.7643 -4.0882
H -1.3227 -2.8791 -5.6699
H -0.0699 1.3147 3.7290
O 5.9627 4.8634 2.7894
H 10.2743 5.1545 5.7593
O 8.3287 5.5053 5.2311
C 1.7654 3.9697 3.1084
H 7.3120 -1.1311 1.2162
H -5.3866 -1.7514 -2.8014
H -5.4833 -2.4792 -0.0879
O 4.9851 -0.1007 0.8108
C -3.6306 1.0521 1.2869
C -2.2528 -0.4605 -1.5882
C -2.8632 -1.6935 -1.2082
H -6.6213 -5.1387 -3.9624
H -2.1933 -3.6502 -3.3714
P 4.8898 -1.3669 -0.0504
C -6.4258 -3.2375 -4.2095
H 5.7188 1.2254 -1.3201
H -4.2147 -5.3283 1.0948
H -5.9964 -4.7146 1.0600
C -3.8948 -2.6416 1.5216
C -1.6087 -0.5967 -5.9579
H -4.3393 -1.0823 3.2460
H 2.1667 -1.9926 -0.4788
H 5.5866 3.7547 1.1083
H 10.0525 5.9220 4.1724
C -4.2004 -3.6896 -2.5955
H -4.9860 -0.3617 0.0040
C -4.7227 -1.3380 2.1601
O -6.9292 -5.5692 -1.4093
H -7.0920 -1.0415 -4.4255
N -3.1784 -3.5551 -3.6948
H -0.8702 3.0504 3.2813
H 9.6790 4.1838 4.3917
H -1.3294 2.2114 0.8009
H -2.0614 -0.5102 2.1805
H 2.5492 6.0570 2.4139
H -5.8357 0.5101 1.4385
C 1.7112 5.2828 2.0964
H -1.6340 0.5546 -1.6728
H -2.5145 0.8990 3.3836
H 7.8820 -2.3731 0.0590
H -3.5539 -1.3233 -3.8984
H -3.2705 1.4142 0.2092
H -0.2997 0.6683 1.1681
H -2.0847 -0.7526 -7.0374
H 5.1653 7.3902 5.8845
C 2.3329 -1.5995 0.5290
C -3.4882 -3.2449 -1.1539
C -1.0479 1.4609 1.6533
C 7.2225 -2.1768 0.9104
P -2.0653 -4.3640 -0.5814
O 5.9462 5.7189 5.0040
C -2.3697 0.6167 2.2337
H 7.5354 -2.8098 1.7442
H 1.2466 2.7695 1.1908
C 5.7732 0.3042 -1.9053
C -4.8265 -0.0579 1.1471
H 7.2693 4.3168 1.2846
C -1.6845 -1.9587 -5.0291
O 5.8948 -2.5203 0.5597
H -1.7431 1.6872 -5.7499
C -0.2116 2.1459 2.9065
H 1.1240 4.1628 4.0930
H -2.7439 -2.4489 1.4644
H 4.8066 0.1009 -2.3747
C -4.5675 -3.1927 0.1109
C -5.6201 -2.9227 -2.8339
C -2.2071 0.7543 -5.1948
H 2.8765 3.8266 3.4548
P 7.1458 5.1843 4.0102
H 6.5281 0.4273 -2.6856
H -4.0349 -3.4955 2.3450
H 2.2196 -0.5096 0.5259
H -4.0994 2.0301 1.7853
N -6.8907 -4.4345 -4.6794
O 3.6267 -1.9549 0.9751
O -1.5876 -5.5725 -1.7293
O -5.0752 -7.1626 -0.9415
Cl -0.3216 -3.0817 -0.4507
C -5.0017 -4.7552 0.4035
H 1.8970 4.9030 0.9898
H -5.8373 -1.7392 2.3089
H -5.9602 -1.6460 -5.9283
H 2.0587 1.7042 2.5202
O -4.4584 -5.1690 -2.5412
H -2.2166 -6.3572 -1.5502
O 7.6751 6.3568 3.1740
S -5.3659 -5.6324 -1.2019
C -6.8031 -1.9176 -5.1666
H -6.4171 -3.0710 -1.9571
C 6.3969 3.9283 1.8218
C 9.6541 5.1719 4.8598
C 6.1353 6.9047 5.7537
H 6.5305 6.6469 6.7414
C 1.2839 2.5833 2.3659
H -7.8209 -2.1976 -5.7241
H 0.6272 5.7266 2.1643
C -3.2327 -2.2848 -4.4833
H 1.5927 -2.0332 1.2071
H -3.3814 0.7493 -5.2521
H 6.8097 7.6059 5.2552
H -0.9301 -1.8667 -4.1089
O 6.1530 -0.7790 -1.0758

Entry 6:
17
Properties=species:S:1:pos:R:3 method="wB97M-V/def2-TZVPD" smiles=CN1CC1(C)C total_charge=0 e_lumo_ev=1.01 orbital_gap_ev=9.31 spin_multiplicity=1
H -1.4798 0.9018 -1.4956
H -1.0655 2.0465 -0.2142
C 0.4100 0.3600 1.3463
H -1.9141 -1.4816 0.6527
H -0.2781 -2.1358 0.5050
C -1.4479 1.0407 -0.4064
H 0.7010 -0.4820 1.9843
N 0.8616 0.4617 0.0079
H -2.4651 0.9452 -0.0164
C -0.9785 -1.4092 0.0814
H 2.8847 0.5262 -0.2394
H 2.2047 -1.0049 -0.8578
C 2.0176 0.0706 -0.7283
C -0.4837 0.0281 0.1728
H 0.3167 1.3078 1.8776
H -1.2104 -1.7019 -0.9493
H 1.9267 0.5268 -1.7207

Entry 7:
104
Properties=species:S:1:pos:R:3 method="wB97M-V/def2-TZVPD" total_charge=-1 e_lumo_ev="1.96 / 1.96" orbital_gap_ev="5.55 / 5.55" spin_multiplicity=2
C 1.3871 -7.3606 3.1769
H 1.4209 -4.5748 3.6388
C 4.4144 3.7290 0.9413
C -2.8947 0.9872 0.9966
H -6.4783 6.8099 -0.3088
C 1.3049 -7.1770 -5.5473
C -3.9023 -0.1332 1.0281
C 3.6757 4.5562 5.0752
H -1.9150 -8.9816 0.3861
H 1.8473 -8.1467 -5.4087
H -2.2108 7.8996 -4.6130
C -3.0962 7.6877 -0.8657
C 3.7018 1.5816 0.1018
H 2.9519 0.7630 0.1020
H 1.8455 -9.3189 4.6781
H -7.0239 5.3085 -0.9678
H 2.0606 5.8112 0.8573
Sr -2.0547 3.9214 1.1910
C 5.8342 2.5104 -0.5825
C 0.9069 -6.5279 -4.3153
C -6.1855 6.0245 -1.0054
P 1.9466 2.8985 1.7881
N -1.8701 0.7930 0.2083
C -2.2492 -5.3316 -2.5824
H -2.6815 -5.7071 -1.6687
C -0.2501 4.3914 2.9912
C -3.4383 6.5846 -1.6577
C -1.7705 -7.9243 0.3884
H -2.2550 9.6999 -0.7833
C 2.2341 4.0852 3.1567
H 2.0321 -4.4120 1.8965
H 2.9179 -5.4634 3.1742
H 0.5374 7.0743 -0.7676
H -0.5476 -9.6612 1.9216
H -2.8750 -5.6930 -3.3702
C -0.4477 -7.6755 1.2034
O -3.3597 2.0136 1.7791
H 0.2737 2.1576 -0.4338
C 1.9434 -5.0443 2.7961
H -6.1688 6.3734 -2.0318
H -2.3008 -4.2500 -2.5286
C 2.4863 -5.2609 -1.0499
H 6.2959 4.4730 0.2685
H 0.9139 -10.5851 4.0249
C 3.4568 4.0064 3.8340
Si -4.4920 5.1981 -0.8046
H 0.4884 -7.5026 -6.0802
H -1.8469 9.7142 -3.2791
H -4.0171 3.7644 -2.9135
H -1.6944 -7.5881 -0.6496
C 2.5532 5.0965 5.6785
C 1.3073 3.9227 0.3489
H 2.4389 -4.2141 -0.6635
C 5.6360 3.5994 0.2165
H 2.0277 -7.1914 4.0892
C 1.8163 -6.1083 -3.3502
O -1.2444 5.1536 3.1223
C 1.1175 -6.2710 2.3748
C -0.4056 -6.2524 -4.0336
C 3.5183 2.7003 0.9269
C -0.3276 3.9305 -1.4181
C -0.0990 -8.7132 2.0017
C -4.8143 3.8257 -2.1864
H -1.1376 -6.4927 -4.8479
C 0.1236 -5.3867 -1.8831
C 0.9375 -8.6575 2.9672
H 3.5581 -5.6013 -1.3251
C 1.0934 4.7119 3.7516
H 2.5114 5.5120 6.7055
H -4.0391 -0.3416 2.0952
H -3.3416 -1.0035 0.5752
H -0.9079 3.3298 -2.0962
H -4.7376 2.8103 -1.6443
H 2.4157 -10.0652 3.1119
C 0.5400 5.9960 -0.6742
C 1.3458 5.2901 0.2437
H 0.4176 5.5175 5.5866
H 5.0599 0.6590 -1.2539
C 0.2422 -6.4482 1.2959
Te -0.4356 -4.7553 0.1632
H 2.2411 -5.8474 -0.1600
C 0.4564 3.2240 -0.5120
C 1.5820 -9.7564 3.7448
H 4.1916 4.6403 1.4841
C -0.3425 5.3181 -1.4787
C -3.1344 6.6813 -3.0022
H -2.6512 -7.4263 0.8031
C 4.8849 1.5336 -0.6331
H -5.8507 3.9176 -2.6334
H 2.8868 -6.1985 -3.4860
C 1.2937 5.1490 5.0733
H -3.3596 5.8457 -3.6834
H -4.8475 -0.0249 0.4388
C 1.4914 -5.4796 -2.1442
H 4.6932 4.6300 5.5148
C -2.3225 8.9154 -2.7777
H -3.3603 7.5132 0.1511
C -0.8251 -5.6354 -2.8420
C -2.5642 8.8664 -1.4131
H 6.8173 2.4336 -1.0366
H -0.9204 5.8896 -2.2180
H 4.3056 3.5515 3.3002
H 1.8325 -6.5946 -6.2109
C -2.5197 7.8033 -3.5459

Entry 8:
8
Properties=species:S:1:pos:R:3 method="wB97M-V/def2-TZVPD" smiles="O=C([O-])[C@@H]1OC1=O" total_charge=-1 e_lumo_ev=4.09 orbital_gap_ev=8.53 spin_multiplicity=1
C -0.3396 0.3021 -1.2538
O 0.1579 0.7967 1.4145
O 0.0593 1.4099 -1.4562
O -0.8077 -0.6189 -1.8576
C -0.5037 -0.0869 0.3728
O 1.9071 -0.6907 1.0803
C 0.8502 -0.2411 0.9458
H -1.3233 -0.8713 0.7542

Entry 9:
61
Properties=species:S:1:pos:R:3 method="wB97M-V/def2-TZVPD" smiles="COCc1cccc2c1Sc1c(C[C@@H](C)O)ccc(S(=O)(=O)F)c1N2.CCO.CCO" total_charge=0 e_lumo_ev=0.34 orbital_gap_ev=8.64 spin_multiplicity=1
H 5.0652 -2.0101 2.7697
H -0.5999 5.7516 -0.2719
C -1.8815 0.4344 2.6617
H -0.2011 6.3685 1.3347
N -1.9576 -0.7933 -2.8035
S -4.2097 -2.5989 -3.1038
C 3.6474 -1.7039 -0.2879
F -5.4792 -3.3528 -2.5524
H -0.6592 2.0814 3.3620
O -3.4263 -3.6066 -3.7279
H 4.1939 0.3875 1.0704
H -1.5255 4.5038 2.3698
H 0.1028 0.4981 3.4799
O -2.1685 3.7026 0.6370
C 5.1637 -1.3451 1.9081
H 5.0651 -1.9476 1.0050
C -0.9478 5.8182 0.7614
H -3.7942 -2.7003 1.7711
H -2.4237 0.0646 -3.0841
H -2.1850 -1.6741 2.9409
H 6.1635 -0.9101 1.9295
H -4.8488 -3.3644 -0.3515
C -0.5337 -0.6930 -2.8974
C -3.5355 -2.1429 -1.5477
O -4.7091 -1.4710 -3.8116
C 2.5066 0.2929 -0.7754
H -2.3839 0.4148 3.6350
C -1.9123 -0.8655 -0.3411
C -1.1653 4.4361 1.3438
H 3.3078 -0.4708 -3.2111
C 1.6373 -0.1659 -1.9289
H -1.8821 3.6064 -0.2779
H 3.1223 -2.3288 -1.0174
H -1.8798 6.3831 0.7670
C -0.5432 1.1200 2.8580
C 1.4610 -0.9788 -4.2066
O -2.7175 1.1410 1.7595
H 2.6520 -1.3806 2.6258
O 3.7554 -0.3663 -0.7314
H -2.2949 1.9714 1.4920
H -0.5406 -1.4535 -4.8849
S -0.5766 0.2845 -0.3548
C -4.0294 -2.6640 -0.3546
C 0.0778 -1.0796 -4.0797
C -2.3664 -1.3804 0.8738
C 4.1013 -0.2637 1.9389
C -1.7226 -1.0377 2.1861
H 4.2096 0.3536 2.8370
H 2.7371 1.3554 -0.8631
C 2.2291 -0.5264 -3.1363
H -0.6608 -1.2950 2.1532
H -0.0347 1.2803 1.9064
H 3.1218 -1.7554 0.6715
C -3.4283 -2.2813 0.8424
H 1.9712 0.1258 0.1664
H 1.9450 -1.2658 -5.1308
C -2.4681 -1.2484 -1.5549
H -0.2256 3.8728 1.3525
C 0.2423 -0.2408 -1.8249
H 4.6594 -2.0881 -0.1681
O 2.7800 -0.7980 1.8707

Asked for DFT total energy across the records above, the calculation gives -1714.1767; -1997.0235; -327.3632; -3725.9613; -4035.0515; -251.8034; -2955.6719; -415.8970; -2220.5446 Ha in order.